DFT (ωB97M-V/def2-TZVPD) results for a structure of composition C43H32AgNO4P2S.

As for the HOMO energy: -8.459 eV. For the LUMO energy, the calculation gives 0.2022 eV. The calculation puts the HOMO-LUMO gap at 0.318 hartree. The value obtained for the energy above the lowest of the compared OMol25 structures with the same formula, charge and spin is 0.00 kcal per mole.

Geometry as ORCA input:
```
! RIJCOSX wB97M-V def2-TZVPD def2/J DEFGRID3
* xyz 0 1
Ag -0.105 0.620 0.870
O 0.537 0.295 -2.086
C 0.859 -1.041 -2.120
C 1.951 -1.545 -2.806
C 2.179 -2.914 -2.788
C 1.323 -3.763 -2.105
C 0.236 -3.241 -1.418
C -0.008 -1.872 -1.408
P -1.287 -1.069 -0.392
C -2.101 -2.462 0.436
C -1.699 -2.806 1.722
C -2.275 -3.891 2.370
C -3.265 -4.627 1.737
C -3.680 -4.280 0.457
C -3.101 -3.203 -0.193
C -2.495 -0.443 -1.586
C -2.545 -0.895 -2.903
C -3.500 -0.389 -3.771
C -4.408 0.565 -3.327
C -4.361 1.019 -2.017
C -3.401 0.520 -1.150
C 1.484 1.248 -2.420
C 1.488 1.746 -3.710
C 2.369 2.764 -4.041
C 3.226 3.280 -3.081
C 3.205 2.778 -1.789
C 2.338 1.746 -1.435
P 2.262 1.044 0.251
C 3.161 2.259 1.251
C 2.402 3.332 1.725
C 3.007 4.326 2.477
C 4.360 4.245 2.781
C 5.109 3.166 2.336
C 4.513 2.173 1.570
C 3.331 -0.418 0.077
C 2.929 -1.612 0.667
C 3.685 -2.765 0.509
C 4.849 -2.730 -0.241
C 5.258 -1.543 -0.838
C 4.500 -0.394 -0.685
H 2.619 -0.878 -3.335
H 3.036 -3.313 -3.314
H 1.503 -4.830 -2.099
H -0.425 -3.902 -0.871
H -0.942 -2.213 2.223
H -1.961 -4.151 3.373
H -3.724 -5.465 2.245
H -4.461 -4.848 -0.032
H -3.435 -2.924 -1.185
H -1.833 -1.634 -3.252
H -3.536 -0.738 -4.795
H -5.151 0.959 -4.009
H -5.050 1.768 -1.650
H -3.366 0.902 -0.136
H 0.790 1.340 -4.430
H 2.375 3.162 -5.047
H 3.904 4.085 -3.332
H 3.859 3.201 -1.037
H 1.335 3.379 1.532
H 2.415 5.155 2.841
H 4.827 5.018 3.378
H 6.160 3.093 2.586
H 5.103 1.331 1.230
H 2.005 -1.642 1.234
H 3.356 -3.691 0.962
H 5.438 -3.629 -0.370
H 6.164 -1.517 -1.429
H 4.809 0.522 -1.174
O -5.144 2.766 0.495
S -4.436 3.160 1.689
O -5.000 4.226 2.467
N -2.866 3.416 1.359
C -2.091 2.535 1.951
O -0.832 2.489 1.861
C -2.833 1.516 2.784
C -2.321 0.480 3.543
C -3.216 -0.347 4.212
C -4.589 -0.132 4.124
C -5.100 0.921 3.373
C -4.194 1.727 2.716
H -1.250 0.334 3.621
H -2.845 -1.165 4.816
H -5.267 -0.789 4.653
H -6.165 1.102 3.306
*
```